The following is a DFT calculation (ωB97M-V/def2-TZVPD) of C3H10N3PS in the gas phase at a distorted geometry.

XYZ file:
```
18
Properties=species:S:1:pos:R:3:forces:R:3
C -0.79732 2.32896 1.29526 2.59 0.84 0.61
C 0.09814 2.03050 0.33750 -0.30 -2.62 -1.58
C -0.30383 1.19671 -0.95477 -0.71 -1.55 1.42
N 0.50414 -0.26773 -1.19087 -1.82 4.22 -1.99
P -0.29865 -1.43422 -0.30297 1.78 -0.86 -0.27
N 0.57742 -2.78955 -0.88769 -0.64 0.05 0.95
N 0.45673 -1.17697 1.19102 -1.22 0.65 2.55
S -2.18366 -1.73290 -0.22846 -0.56 0.21 -0.26
H -0.31730 2.92707 2.13917 -1.30 -0.84 -0.86
H -1.83774 1.99420 1.33867 0.44 0.31 -0.26
H 1.22856 2.12582 0.32876 -1.62 0.59 0.59
H -0.08214 1.81773 -1.79017 0.52 0.17 -0.87
H -1.44177 0.98025 -1.02473 1.88 0.28 0.42
H 0.54131 -0.28537 -2.27710 -0.38 -0.77 2.69
H -0.01226 -3.60088 -0.60895 1.16 0.42 -0.34
H 1.55463 -2.78509 -0.51935 -1.20 -0.37 -0.52
H 0.82498 -2.07005 1.40798 0.96 -1.01 0.19
H -0.07412 -1.00231 2.11256 0.41 0.27 -2.48
```
Positions in Å, forces in eV/Å.

Summary:
Net charge ... 0
DFT total energy ... -1024.109182 Eh
SMILES string ... C=CCNP(N)(N)=S



The following is a DFT calculation (ωB97M-V/def2-TZVPD) of a molecular structure, C8H6N3O4 at a distorted geometry.

XYZ file:
```
21
Properties=species:S:1:pos:R:3:forces:R:3
C -3.30556 0.82371 0.11993 1.18 -1.83 0.09
C -2.34695 1.41577 -0.69363 -1.74 2.64 -1.48
C -3.02258 -0.43934 0.67903 -0.51 2.34 -0.49
C -1.09257 0.94181 -0.87601 0.65 -2.52 2.07
C -1.74066 -0.91315 0.55511 0.39 -0.97 1.77
C -0.74006 -0.19973 -0.08501 -1.31 0.47 -0.62
C 2.27738 0.05696 -0.01935 -5.04 -0.16 -0.06
C 2.97365 -1.04889 -0.12471 0.91 -1.34 -0.29
N 0.87410 -1.90474 0.02204 -2.49 -1.51 -0.37
N 0.57316 -0.71730 0.00871 5.53 1.57 -0.71
N 2.35661 1.45344 0.31864 0.42 -0.92 0.96
O 3.51702 1.78194 0.44664 -0.37 0.50 -0.35
O 1.33496 2.03465 0.59362 0.58 0.08 -0.51
O 2.13382 -2.23288 -0.07192 1.91 2.38 0.10
O 4.27811 -1.16230 -0.30641 -0.59 -3.05 -0.22
H -4.25167 1.25904 0.28610 -0.84 0.56 0.02
H -2.64950 2.35607 -1.27616 0.52 -1.50 0.94
H -3.76772 -0.86275 1.32946 0.06 -0.57 -0.06
H -0.43177 1.29314 -1.59519 1.14 1.04 -0.92
H -1.52680 -1.78184 1.18588 0.37 0.16 -0.49
H 4.55705 -2.15362 -0.49676 -0.76 2.64 0.62
```
Positions in Å, forces in eV/Å.

Summary:
Net charge ... +1
DFT total energy ... -773.120843 Eh



The following is a DFT calculation (ωB97M-V/def2-TZVPD) of a molecular structure, C29H24N4O9PtS.

XYZ file:
```
68
Properties=species:S:1:pos:R:3:forces:R:3
Pt 0.09383 -0.10973 0.57457 -0.06 0.00 -0.06
C -1.00482 -7.03598 -2.28686 0.00 0.00 0.01
C -1.37167 -5.81872 -1.48171 -0.01 0.00 0.00
C -2.31750 -5.89312 -0.46442 0.01 0.00 -0.02
C -2.62089 -4.78021 0.30452 -0.01 0.00 0.01
C -1.96842 -3.58291 0.05444 0.00 0.00 0.00
C -1.02410 -3.48190 -0.96055 0.00 -0.02 0.01
C -0.74076 -4.60181 -1.72240 0.01 0.01 0.00
S -2.32614 -2.17976 1.07794 0.00 0.04 0.08
O -3.53779 -2.49393 1.78695 0.02 -0.01 -0.01
O -2.69770 -1.05581 0.05812 0.02 0.03 -0.05
N -1.10283 -1.68666 1.83042 0.01 -0.03 -0.01
C -0.11552 -2.64830 2.33635 -0.03 -0.02 -0.05
C 1.04370 -2.94466 1.35168 0.08 0.10 0.11
O 1.69203 -3.96988 1.57918 -0.02 -0.05 -0.02
O 1.24872 -2.10018 0.42446 -0.03 -0.07 -0.05
H -1.76031 -7.81669 -2.19180 0.00 0.00 0.00
H -0.05212 -7.44640 -1.94442 0.00 0.00 0.00
H -0.89467 -6.79060 -3.34399 0.00 0.00 0.00
H -2.82002 -6.83374 -0.26785 0.00 0.00 0.00
H -3.35942 -4.82513 1.09315 0.00 0.00 0.00
H -0.50139 -2.55061 -1.12899 0.02 0.02 0.00
H 0.00505 -4.52916 -2.50509 0.00 0.00 0.00
H -0.56022 -3.60200 2.62809 -0.01 -0.01 0.00
H 0.32841 -2.20788 3.23049 0.01 -0.01 -0.01
O 1.99776 0.18576 2.09324 0.00 -0.01 -0.05
C 3.10618 0.61278 1.83984 -0.01 -0.02 0.04
C 3.61550 1.18259 0.60072 -0.01 0.03 0.01
C 4.92422 1.64304 0.66319 0.00 0.01 -0.03
C 5.54196 2.22664 -0.42500 -0.01 -0.01 0.01
C 4.83784 2.36963 -1.63974 -0.01 0.01 -0.01
C 3.56032 1.92323 -1.73612 0.03 0.03 0.00
C 2.86344 1.29113 -0.63547 0.06 -0.14 -0.07
O 1.69798 0.87518 -0.82247 -0.06 0.15 0.13
N 6.89264 2.68681 -0.32165 0.02 0.00 0.01
O 7.41107 3.20617 -1.30690 0.00 0.00 0.00
O 7.49002 2.54786 0.74113 -0.01 0.00 -0.01
H 3.86686 0.59508 2.64683 0.00 0.00 0.00
H 5.47917 1.54625 1.58773 0.00 0.00 0.01
H 5.33362 2.83622 -2.47923 0.00 0.00 0.00
H 3.00341 2.01968 -2.65910 -0.01 -0.01 0.00
N -0.89077 6.65355 3.14197 0.04 0.00 0.05
C -1.66058 5.48500 3.38840 -0.13 0.05 -0.20
O -2.66223 5.59378 4.11930 0.05 -0.02 0.08
C -1.23038 4.28165 2.75468 0.04 0.00 0.05
C -0.05085 4.15812 1.95348 0.00 -0.01 0.00
C 0.25235 2.97210 1.34664 0.01 -0.01 0.00
N -0.50363 1.85297 1.44820 -0.01 0.01 0.00
C -1.62116 1.94722 2.22273 0.01 0.01 0.00
C -2.00258 3.08507 2.86802 -0.01 -0.01 0.01
H -1.44814 7.46824 3.35472 0.00 -0.01 0.00
H -0.49006 6.70036 2.21617 0.00 -0.01 0.01
H 0.64231 4.98107 1.82923 0.00 0.00 0.00
H 1.14362 2.88144 0.73684 0.00 0.00 0.00
H -2.20714 1.03859 2.30128 0.00 0.00 0.00
H -2.90333 3.09495 3.46631 0.00 0.00 0.00
C -1.63095 -0.28059 -0.55373 -0.02 -0.03 0.03
C -2.09239 0.30323 -1.75029 0.03 0.00 -0.01
C -1.19332 1.12956 -2.47712 -0.01 0.00 0.00
C -1.57930 1.72833 -3.65509 0.00 0.00 0.00
C -2.86665 1.54451 -4.16916 0.00 0.00 0.00
C -3.76200 0.73997 -3.46803 0.00 0.00 -0.01
C -3.39576 0.12722 -2.28556 0.00 0.00 0.00
H -0.19534 1.27232 -2.08006 0.00 0.00 -0.01
H -0.87212 2.35504 -4.18722 0.00 0.00 0.00
H -3.16508 2.02366 -5.09376 0.00 0.00 0.00
H -4.76566 0.59140 -3.85258 0.00 0.00 0.00
H -4.10635 -0.49108 -1.75464 0.00 0.00 0.00
```
Positions in Å, forces in eV/Å.

Summary:
2S+1 ... 5
Net charge ... -2
DFT total energy ... -2533.072237 Eh



The following is a DFT calculation (ωB97M-V/def2-TZVPD) of 2 unconnected molecules or ions with the total composition C6H11N.

XYZ file:
```
18
Properties=species:S:1:pos:R:3:forces:R:3
C 0.64629 -2.80301 -0.96696 0.05 0.04 0.03
C -0.10089 -1.56334 -0.44658 -0.17 0.02 0.00
C -0.06940 -0.36831 -1.18880 -0.05 -0.01 -0.15
C 0.15877 1.91128 0.84277 0.05 0.07 0.18
C -0.96905 2.92197 0.77390 -0.08 -0.11 -0.05
C 0.12142 0.74466 1.54602 0.15 -0.95 0.17
N 0.18012 -0.34997 2.01845 0.08 0.76 -0.63
H 0.98941 -3.47323 -0.17309 -0.07 0.24 -0.01
H -0.05192 -3.38061 -1.58763 0.17 0.14 0.11
H 1.50457 -2.56116 -1.60345 -0.10 0.13 0.21
H -1.10193 -1.83444 -0.09858 0.04 0.11 -0.06
H 0.29185 -1.17503 0.68884 -0.22 0.19 0.13
H 0.76360 -0.16046 -1.85845 -0.10 0.05 0.20
H -0.93810 0.27013 -1.27876 0.14 0.06 0.13
H 1.15523 2.35137 0.78167 -0.10 -0.25 -0.18
H -0.93345 3.50309 -0.15572 0.03 -0.22 0.11
H -1.95882 2.46542 0.85614 0.15 -0.04 -0.05
H -0.88383 3.65624 1.59120 0.04 -0.24 -0.14
```
Positions in Å, forces in eV/Å.

Summary:
Net charge ... 0
DFT total energy ... -289.821584 Eh



The following is a DFT calculation (ωB97M-V/def2-TZVPD) of a molecular structure, C2H6O2Sn at a distorted geometry.

XYZ file:
```
11
Properties=species:S:1:pos:R:3:forces:R:3
Sn -1.71730 -2.77683 1.73638 1.34 1.20 -0.49
C -0.28492 0.89391 -0.62710 -0.30 0.36 0.62
C 0.31025 -0.49116 -0.51209 0.27 0.07 -0.24
O 0.23463 -0.95862 0.89518 -1.23 -1.16 0.21
O 0.50392 1.90642 -0.03750 0.23 -0.68 -0.31
H -1.25042 0.93673 -0.09748 -0.23 -0.44 -0.38
H -0.47155 1.11227 -1.67825 0.22 0.19 0.00
H 1.36782 -0.54067 -0.77414 0.01 0.27 -0.03
H -0.18478 -1.21435 -1.16251 -0.29 -0.05 0.25
H 1.03301 -0.63929 1.34262 -0.08 -0.23 0.30
H 0.45934 1.77161 0.91490 0.07 0.46 0.06
```
Positions in Å, forces in eV/Å.

Summary:
Net charge ... +2
DFT total energy ... -443.761986 Eh



The following is a DFT calculation (ωB97M-V/def2-TZVPD) of a gas-phase ion, C3H4NO3 (charge -1) at a distorted geometry.

XYZ file:
```
11
Properties=species:S:1:pos:R:3:forces:R:3
O -2.50640 0.24564 -0.21661 -1.35 1.06 -0.13
C -1.53358 -0.46890 -0.07845 0.31 -1.68 0.23
C -0.22524 -0.13670 0.23095 1.02 1.96 0.40
C 0.78290 -1.08792 0.09604 0.04 -1.67 -0.72
O 2.01465 -0.99906 0.04310 0.66 0.99 0.36
N 0.21486 1.18434 0.55630 1.42 -0.35 0.34
O 1.07022 1.79357 -0.44531 -0.45 1.11 -0.87
H -1.64234 -1.58674 -0.12728 -0.16 0.16 -0.20
H 0.43519 -2.11733 -0.12070 -0.69 -0.04 0.09
H -0.40754 1.94993 0.79424 -0.38 -0.82 -0.53
H 1.79727 1.22317 -0.73228 -0.43 -0.73 1.03
```
Positions in Å, forces in eV/Å.

Summary:
Net charge ... -1
DFT total energy ... -397.160880 Eh
SMILES string ... O=C/C(=C/[O-])NO



The following is a DFT calculation (ωB97M-V/def2-TZVPD) of 2 unconnected molecules or ions with the total composition C7H9BrFNS at a distorted geometry.

XYZ file:
```
20
Properties=species:S:1:pos:R:3:forces:R:3
C -1.42005 1.63854 -0.62237 -1.31 -0.23 1.05
C -0.71021 0.29686 -0.08366 -1.46 2.18 -0.10
C -1.38376 -0.19023 1.16519 -1.54 -0.91 1.22
C -0.77865 -0.70636 -1.16621 -1.95 -3.70 1.23
C 0.63747 0.68530 0.21985 1.77 0.96 0.44
C 1.72493 1.12101 0.51660 -0.12 0.28 0.19
Br 3.31686 1.82880 1.08030 -0.69 -0.36 -0.34
H -2.47309 1.52899 -1.06889 1.68 -0.33 0.56
H -1.48317 2.51748 0.06921 0.14 -1.15 0.10
H -0.71679 1.96120 -1.31832 0.70 0.77 -1.93
H -1.98472 -1.12100 0.98480 0.58 0.72 0.07
H -0.69213 -0.40281 1.99929 -0.33 0.17 -0.39
H -2.11676 0.57263 1.46306 0.31 -0.30 0.39
H -0.18742 -0.46783 -1.99418 0.90 0.17 -1.31
H -0.48516 -1.76076 -0.69279 -0.30 2.08 -1.33
H -1.87557 -0.82038 -1.46233 1.44 0.09 0.17
F 2.52830 -1.79621 2.12618 -0.03 0.59 -1.77
C 2.42368 -1.43046 0.85336 1.28 -1.33 -0.63
N 2.82600 -1.68647 -0.25168 -1.38 0.25 3.45
S 2.85024 -1.76832 -1.81743 0.33 0.04 -1.09
```
Positions in Å, forces in eV/Å.

Summary:
Net charge ... 0
DFT total energy ... -3398.729947 Eh
SMILES string ... CC(C)(C)C#CBr.FC#[N+][S-]



The following is a DFT calculation (ωB97M-V/def2-TZVPD) of a molecular structure, C34H44Cl2N5O4Y.

XYZ file:
```
90
Properties=species:S:1:pos:R:3:forces:R:3
Y 0.20698 -0.01991 -0.53201 -0.14 -0.32 -0.39
O -1.07291 0.65325 -2.19274 0.24 0.07 0.22
C -1.91622 1.67267 -2.17005 0.00 0.03 0.02
C -3.28358 1.53495 -2.44221 0.00 -0.04 0.02
C -4.14032 2.60852 -2.27226 0.01 0.01 0.00
C -3.67055 3.84744 -1.84145 -0.03 -0.02 -0.01
C -2.31341 4.01325 -1.62331 0.05 0.00 0.00
C -1.43852 2.95148 -1.82074 -0.05 -0.02 0.00
C 0.02171 3.09533 -1.73481 0.06 0.09 0.08
N 0.62717 3.58751 -0.73280 0.02 -0.02 -0.01
C 2.07733 3.63898 -0.80670 -0.03 -0.02 -0.02
C 2.69069 2.36586 -0.22361 -0.04 0.00 0.02
N 2.31940 1.20334 -1.03927 -0.01 0.00 -0.07
C 3.09455 0.97048 -2.03366 0.02 0.00 0.04
C 2.96365 -0.01372 -3.08582 -0.05 -0.02 -0.05
C 3.85826 0.09578 -4.16459 0.00 -0.01 0.01
C 3.79131 -0.74131 -5.25304 0.00 0.00 0.00
C 2.79845 -1.72832 -5.27407 -0.02 -0.01 0.02
C 1.91948 -1.87824 -4.22678 0.03 -0.05 -0.02
C 1.97577 -1.03875 -3.08993 0.10 0.08 0.09
O 1.19058 -1.24116 -2.08471 -0.16 0.10 0.09
H -3.65331 0.56362 -2.74679 0.00 0.01 0.01
H -5.19873 2.47656 -2.46467 0.00 0.00 0.00
H -4.35534 4.67200 -1.69404 0.01 0.00 0.00
H -1.91290 4.97193 -1.31477 0.00 -0.01 0.00
H 0.58248 2.73085 -2.60701 -0.01 0.02 -0.03
H 2.43011 4.49437 -0.22802 -0.01 0.01 0.01
H 2.43397 3.75607 -1.83931 0.00 0.01 -0.01
H 2.33219 2.20914 0.79473 0.00 -0.01 0.00
H 3.77832 2.47672 -0.18120 0.02 -0.01 -0.01
H 3.97701 1.61248 -2.14970 0.01 0.00 0.01
H 4.61003 0.87807 -4.13305 -0.01 0.00 0.01
H 4.48004 -0.63196 -6.07936 -0.01 0.00 0.01
H 2.71640 -2.38590 -6.13187 0.00 0.01 0.00
H 1.14735 -2.63767 -4.24670 0.00 0.01 0.01
N 3.37222 -5.03746 0.42065 -0.03 0.00 0.06
C 3.66005 -3.58800 0.74707 -0.02 0.05 -0.01
C 2.74171 -2.72000 -0.09567 -0.05 -0.04 -0.02
N 1.34759 -3.05021 0.12788 -0.02 0.04 -0.09
C 1.06983 -4.42450 -0.20763 -0.01 0.03 0.02
C 1.91831 -5.39514 0.60771 -0.02 0.00 -0.01
H 3.95486 -5.64463 0.99300 0.02 -0.03 0.00
H 3.62569 -5.20326 -0.55445 0.00 0.00 -0.02
H 4.71839 -3.41942 0.54996 0.00 -0.01 0.01
H 3.43715 -3.44458 1.80450 0.00 -0.03 0.01
H 2.96685 -2.82612 -1.16356 0.02 -0.01 0.03
H 2.91283 -1.68025 0.17496 0.01 0.02 0.01
H 1.11399 -2.83915 1.10079 0.10 -0.01 0.05
H 1.25147 -4.57929 -1.27882 0.00 0.01 0.01
H 0.01945 -4.65476 -0.02722 0.00 -0.01 0.01
H 1.79497 -6.43522 0.30637 0.01 -0.01 0.00
H 1.71011 -5.29110 1.67201 0.02 0.01 0.01
Cl 2.82647 0.39855 4.41475 -0.03 0.01 0.00
C 1.21796 0.05353 3.71137 0.04 0.03 0.01
Cl 0.11723 -0.62408 4.90698 0.01 0.01 0.02
C 1.43767 -0.90471 2.53075 0.01 -0.13 -0.09
O 1.58099 -2.10686 2.76756 0.02 0.03 -0.04
O 1.49858 -0.35130 1.38679 0.03 0.05 0.09
H 0.80130 0.99673 3.38447 -0.02 0.02 -0.01
C -4.61706 2.62375 3.53552 0.01 -0.01 -0.01
C -3.27082 2.34404 2.91726 0.01 0.03 0.02
C -2.23221 3.25904 3.04922 -0.04 -0.01 0.00
C -1.00118 2.98791 2.46325 -0.01 -0.01 -0.08
C 0.13663 3.96808 2.57397 -0.01 0.00 0.00
C -0.82786 1.80729 1.75683 -0.02 0.12 0.14
C -1.85359 0.83960 1.59776 -0.06 0.02 0.00
C -3.08287 1.16479 2.21084 0.01 -0.01 -0.02
N -1.58808 -0.28606 0.85865 0.18 -0.01 -0.03
C -2.58001 -1.35361 0.72896 -0.02 0.03 0.01
C -1.96452 -2.39490 -0.21351 -0.14 -0.02 -0.07
C -3.92538 -0.88475 0.11087 0.01 0.00 0.00
C -2.80684 -2.06443 2.07279 0.00 0.00 0.01
H -4.60902 3.55977 4.09387 0.00 -0.01 0.00
H -4.90957 1.82322 4.21821 0.00 0.00 -0.01
H -5.38860 2.69605 2.76582 0.01 0.00 0.01
H -2.37845 4.17434 3.61231 0.00 -0.01 -0.01
H 0.01062 4.62634 3.43402 -0.01 -0.01 0.00
H 0.19167 4.57587 1.66876 0.00 0.00 0.01
H 1.09835 3.45700 2.67779 -0.01 0.00 0.00
H 0.18988 1.63566 1.41011 -0.09 -0.12 -0.11
H -3.92088 0.48947 2.13070 0.01 0.01 0.02
H -1.69328 -1.98005 -1.19416 -0.05 0.11 0.06
H -2.69157 -3.18563 -0.41233 0.07 -0.07 0.03
H -1.08150 -2.83808 0.24487 0.03 0.04 0.00
H -3.85357 0.14709 -0.22794 0.00 -0.01 0.00
H -4.75161 -0.95194 0.82164 0.01 0.00 -0.01
H -4.19267 -1.49752 -0.75304 0.00 0.00 0.01
H -1.85567 -2.44675 2.45310 -0.01 0.00 -0.01
H -3.50319 -2.90020 1.95504 0.01 0.01 0.00
H -3.21027 -1.38795 2.82490 0.00 -0.01 0.00
```
Positions in Å, forces in eV/Å.

Summary:
Net charge ... 0
DFT total energy ... -2855.600015 Eh